[1]
{"formula": "C24H50N2O2P2Pt", "method": "ωB97M-V/def2-TZVPD", "charge": 4, "orbital_gap_ev": [6.13, 4.73], "relative_energy_kj_mol": 119.34, "lumo_ev": [-12.850, -17.193], "homo_energy_ev": [-18.98, -21.93], "spin_multiplicity": 5, "species": ["Pt", "C", "O", "C", "O", "P", "C", "H", "C", "H", "C", "H", "C", "P", "H", "H", "C", "H", "C", "H", "H", "H", "C", "H", "H", "H", "C", "H", "H", "H", "C", "H", "H", "H", "C", "H", "H", "H", "C", "H", "H", "H", "C", "H", "H", "H", "C", "H", "C", "H", "H", "C", "H", "H", "H", "C", "H", "H", "H", "C", "H", "H", "H", "C", "H", "H", "H", "H", "H", "C", "N", "C", "C", "N", "C", "H", "H", "H", "H", "H", "H"], "coordinates": [[0.242418, -0.113948, 0.047838], [0.071459, 1.727344, 0.887075], [-0.087058, 2.779297, 1.371820], [0.209433, -1.925656, -0.879807], [0.104166, -2.949294, -1.433154], [-0.488086, 0.896826, -2.113279], [0.929451, 1.516354, -3.172989], [0.505025, 1.907575, -4.104855], [-1.337921, -0.296394, -3.286259], [-0.629310, -1.134452, -3.272210], [-1.518484, 2.452870, -1.926770], [-0.827254, 3.077620, -1.345240], [1.094750, -0.077147, 3.695477], [1.500198, -0.832924, 2.037026], [3.989401, -0.826985, 1.928063], [1.331672, 0.979886, 3.521743], [1.832809, -2.635552, 2.395875], [2.431985, -2.674468, 3.314444], [-2.663124, -0.820731, -2.714203], [-2.975374, -1.711155, -3.271713], [-3.456601, -0.073667, -2.810865], [-2.571945, -1.089254, -1.659712], [-1.511167, 0.141920, -4.747507], [-2.244373, 0.945935, -4.846475], [-1.876322, -0.710218, -5.333929], [-0.574576, 0.476504, -5.202407], [-1.874284, 3.209575, -3.214211], [-1.015271, 3.354818, -3.875432], [-2.265946, 4.200592, -2.954357], [-2.654479, 2.688743, -3.776111], [-2.768113, 2.249099, -1.058226], [-3.185529, 3.226714, -0.790119], [-2.537109, 1.709259, -0.139099], [-3.541085, 1.692134, -1.594408], [1.684606, 2.654082, -2.472741], [1.066827, 3.550039, -2.365793], [2.575441, 2.925868, -3.051358], [2.009735, 2.354703, -1.470074], [1.870368, 0.353896, -3.519815], [2.256711, -0.120295, -2.611493], [2.723600, 0.719699, -4.103363], [1.366490, -0.419799, -4.106241], [1.956391, -0.592375, 4.855200], [3.025917, -0.576038, 4.618047], [1.684682, -1.619088, 5.122262], [1.798884, 0.031023, 5.743164], [-0.404510, -0.146546, 4.019795], [-0.728311, -1.168786, 4.234724], [3.166666, -0.112500, 0.050868], [-1.005028, 0.228585, 3.188499], [-0.614639, 0.464399, 4.905423], [3.469696, 1.255991, 2.140907], [2.339388, 0.562041, -0.296896], [4.062567, 0.359840, -0.372378], [3.055370, -1.101795, -0.394412], [3.196150, -0.148145, 1.590329], [4.409771, 1.637794, 1.724663], [3.561365, 1.259960, 3.230153], [2.671903, 1.951786, 1.860673], [2.630816, -3.301474, 1.267075], [2.097822, -3.230752, 0.314816], [2.763547, -4.365460, 1.495314], [3.625574, -2.861692, 1.146671], [0.503135, -3.371297, 2.617240], [-0.151601, -3.243568, 1.748850], [-0.029488, -3.001752, 3.497303], [0.687715, -4.442713, 2.757503], [5.320353, 2.130017, -1.450668], [4.993156, 2.375960, -2.071266], [-5.442065, -1.059460, 1.265899], [-3.990581, -0.928546, 1.330241], [-3.189999, -1.538960, 2.182047], [-1.917331, -1.223796, 1.810248], [-1.836339, -0.322314, 0.823993], [-3.184194, -0.266497, 0.482213], [-5.714928, -2.126939, 1.125148], [-5.892565, -0.688376, 2.210205], [-5.852017, -0.471259, 0.417455], [-3.500428, -2.218051, 2.965848], [-1.095555, -1.622306, 2.243607], [-3.664426, 0.113678, -0.375909]], "atomic_forces_ev_per_a": [[-0.3, 0.1, -0.4], [-0.8, 7.0, 3.2], [0.8, -5.1, -2.4], [-0.6, -6.5, -3.2], [0.6, 5.0, 2.6], [-0.8, 2.4, -5.0], [1.0, -0.3, 0.9], [-0.4, -0.1, 0.2], [-0.1, -1.1, 1.0], [0.0, 0.0, -0.2], [0.0, 0.0, 1.4], [-0.1, 0.1, -0.1], [-1.1, 0.8, -0.3], [3.8, -1.0, 3.4], [-0.4, -0.2, 0.0], [0.0, -0.1, 0.1], [-0.7, -0.6, -1.1], [-0.1, 0.5, 0.0], [0.0, 0.1, -0.3], [0.0, 0.2, 0.1], [0.1, -0.1, -0.1], [0.1, -0.3, 0.0], [0.2, 0.7, -0.2], [0.1, -0.2, 0.0], [0.1, 0.0, 0.3], [-0.2, -0.1, 0.0], [0.2, -0.4, -0.6], [-0.2, 0.1, 0.1], [0.1, -0.2, 0.2], [0.1, 0.1, 0.1], [0.0, 0.3, -0.2], [0.0, -0.2, 0.0], [0.1, 0.5, 0.0], [0.0, 0.2, -0.1], [-0.2, 0.1, 0.0], [0.2, 0.0, -0.1], [-0.2, -0.1, 0.1], [0.2, 0.1, -0.1], [-0.2, -0.1, -0.1], [0.1, 0.1, -0.1], [-0.2, -0.1, 0.1], [0.1, 0.1, 0.0], [0.4, -0.6, -0.2], [-0.2, 0.0, 0.1], [0.0, 0.2, 0.0], [-0.1, 0.1, -0.3], [0.2, 0.0, 0.4], [0.1, 0.1, 0.2], [0.4, 0.0, 0.0], [0.0, 0.4, 0.3], [0.0, -0.1, -0.2], [-0.1, -0.1, 0.2], [0.1, -0.1, -0.1], [-0.1, -0.1, 0.0], [0.1, 0.0, -0.1], [-0.6, 0.6, -0.7], [-0.2, -0.1, 0.1], [0.0, 0.1, -0.2], [0.1, 0.1, 0.0], [0.1, 0.1, 0.1], [0.1, -0.2, 0.0], [0.0, 0.2, 0.0], [-0.2, -0.2, 0.0], [0.2, 0.0, 0.2], [0.1, -0.4, -0.1], [0.1, -0.2, 0.1], [-0.1, 0.2, 0.0], [0.0, 0.0, 0.0], [0.0, 0.0, 0.0], [-1.7, 0.0, -0.2], [0.2, -0.2, 0.3], [-2.3, -1.3, 1.2], [1.5, 1.8, -1.0], [-3.1, -1.9, 0.2], [0.4, 0.4, -0.3], [0.3, 0.6, 0.1], [0.4, -0.2, -0.5], [0.4, -0.3, 0.6], [-0.2, 0.1, 0.0], [2.3, -1.2, 1.1], [0.1, 0.7, -0.8]]}

[2]
{"formula": "C2H5ClN2O2S", "method": "ωB97M-V/def2-TZVPD", "orbital_gap_ev": [7.00, 7.76], "relative_energy_kj_mol": 0.00, "lumo_ev": [0.514, -1.768], "homo_energy_ev": [-6.49, -9.53], "spin_multiplicity": 3, "species": ["C", "C", "N", "N", "O", "O", "S", "Cl", "H", "H", "H", "H", "H"], "coordinates": [[2.413584, -0.756118, 0.172425], [-2.535140, 0.572300, 0.686661], [-2.695235, 2.533276, -0.626710], [-2.489798, 1.447437, -0.124633], [0.364578, -2.047481, -0.966529], [0.153184, 0.391360, -0.633287], [0.653172, -0.879096, -0.196932], [-2.368120, -1.082034, 0.607700], [2.527549, 0.011256, 0.927893], [2.733261, -1.719527, 0.541286], [2.957692, -0.489747, -0.722927], [0.156075, -1.091254, 1.096961], [-1.870799, 3.109623, -0.761910]], "atomic_forces_ev_per_a": [[-0.8, -0.1, -0.1], [-0.8, 1.7, 2.0], [-1.6, 5.2, -1.8], [1.5, -4.5, 0.2], [0.3, -0.4, -0.1], [0.3, 0.3, 0.0], [0.2, 0.0, 1.1], [0.0, -2.2, -0.3], [0.0, 0.1, 0.1], [0.1, -0.2, 0.1], [0.0, 0.1, -0.3], [0.5, 0.1, -0.9], [0.4, -0.3, 0.0]]}